Entry 1:
Density functional theory data (ωB97M-V/def2-TZVPD) for H25O12 as an isolated structure at a distorted geometry.

The geometry in XYZ format:
```
37
H25O12 (ωB97M-V/def2-TZVPD)
O -2.507 0.823 1.862
H 1.261 -0.472 0.324
H -4.361 1.087 -1.399
O 0.074 1.251 0.488
H -0.652 1.402 -0.038
H -0.153 1.042 1.449
O -2.155 3.744 0.570
H 1.505 0.131 -2.319
O 1.420 2.238 -1.779
H -2.935 4.244 0.438
H 0.577 2.571 -1.667
O 3.600 -1.709 1.117
H 2.990 -1.190 0.577
H 3.685 -2.620 0.773
O 0.736 -1.405 0.268
H 0.032 -2.846 -1.707
H 1.272 -1.953 -0.700
O -4.036 1.834 -0.955
H -4.087 2.600 -1.501
H -3.107 1.296 1.273
O 0.134 -2.840 3.399
H -0.017 -0.889 -0.142
H 1.119 -2.917 3.396
O 1.678 -0.785 -2.110
H -1.583 3.800 1.200
H 1.945 -1.185 -3.055
O 2.512 0.627 0.096
H 1.940 1.354 -0.037
H 3.357 0.729 -0.269
O 1.131 -2.994 -1.619
H 2.272 2.884 -1.921
H -2.766 1.054 2.706
O -2.287 -0.941 -1.203
H -0.342 -2.673 4.201
H -2.531 -0.501 -0.282
H 1.049 -3.911 -1.140
H -2.852 -1.770 -1.224
```

- E (eV) = -24966.5175
- energy relative to the best compared isomer or geometry (same formula, charge and spin) (kJ/mol) = 435.5
- LUMO level (eV) = -2.98
- maximum force (eV/Å) = 8.729
- total charge = +1
- gap between HOMO and LUMO (eV) = 10.630

Entry 2:
Density functional theory data (ωB97M-V/def2-TZVPD) for a 2-piece molecular cluster, C2H8NO overall.

The geometry in XYZ format:
```
12
C2H8NO (ωB97M-V/def2-TZVPD)
C 0.178 -0.144 1.019
C 0.025 1.048 1.544
N -0.859 -0.667 0.077
H 1.029 -0.799 1.114
H 0.755 1.413 2.246
H -0.804 1.711 1.346
H -0.503 -0.588 -0.900
H -1.662 -0.042 0.148
H -1.131 -1.626 0.285
H 1.295 0.380 -1.755
H 0.857 -0.285 -3.043
O 0.820 -0.400 -2.082
```

- E (eV) = -5734.1440
- energy relative to the best compared isomer or geometry (same formula, charge and spin) (kJ/mol) = 71.4
- LUMO level (eV) = -3.41
- maximum force (eV/Å) = 0.894
- total charge = +1
- gap between HOMO and LUMO (eV) = 12.326

Entry 3:
Density functional theory data (ωB97M-V/def2-TZVPD) for C11H28Cl2GaN5O as an isolated structure.

The geometry in XYZ format:
```
48
C11H28Cl2GaN5O (ωB97M-V/def2-TZVPD)
C -0.424 -0.836 2.593
C 0.673 -1.855 2.398
Cl 1.407 -2.398 3.898
C 1.048 -2.301 1.193
Cl 2.337 -3.510 1.140
Ga 0.383 -1.763 -0.652
C 1.887 -0.799 -1.673
C 3.019 -0.298 -0.756
C 2.935 1.226 -0.574
C 1.604 1.571 0.074
N 1.455 3.038 0.326
C 0.988 3.260 1.655
N -0.234 3.534 1.836
N 1.910 3.132 2.737
C -1.216 -0.477 -0.657
C -2.639 -1.061 -0.739
O -3.287 -0.879 0.516
C -2.761 -2.499 -1.246
N -2.512 -3.532 -0.271
H -0.121 0.178 2.338
H -1.311 -1.149 2.053
H -0.695 -0.824 3.648
H 0.122 -3.123 -1.470
H 2.292 -1.486 -2.412
H 1.472 0.076 -2.187
H 3.023 -0.762 0.232
H 3.999 -0.513 -1.190
H 3.762 1.576 0.051
H 3.019 1.679 -1.564
H 1.498 0.986 0.989
H 0.815 1.288 -0.615
H 2.384 3.443 0.256
H -0.418 3.658 2.829
H 1.735 2.261 3.223
H 2.862 3.099 2.396
H -1.209 0.258 0.149
H -1.094 0.104 -1.588
H -3.220 -0.451 -1.472
H -4.098 -1.392 0.508
H -2.134 -2.637 -2.123
H -3.795 -2.613 -1.608
H -2.865 -3.303 0.644
H -1.539 -3.803 -0.239
N -2.214 1.986 -2.936
H -1.316 2.238 -2.508
H -2.529 2.728 -3.560
H -2.097 1.111 -3.454
H -2.898 1.834 -2.188
```

- E (eV) = -98776.1665
- LUMO level (eV) = -1.69
- maximum force (eV/Å) = 0.879
- gap between HOMO and LUMO (eV) = 5.776